{
  "formula": "C9H14N3",
  "method": "the ωB97M-V functional and the def2-TZVPD basis",
  "species": ["N", "N", "N", "C", "C", "C", "C", "C", "C", "C", "C", "C", "H", "H", "H", "H", "H", "H", "H", "H", "H", "H", "H", "H", "H", "H"],
  "coordinates": [[-1.390, -0.044, -0.371], [0.310, 2.745, 0.355], [1.547, 0.109, 0.485], [1.375, -3.319, -0.448], [-1.755, -0.955, 0.436], [-0.128, 3.359, 1.602], [0.303, -3.221, -1.404], [-0.434, -1.158, -0.296], [1.663, -2.293, 0.369], [-0.540, -2.184, -1.365], [0.968, -1.013, 0.270], [-1.559, 1.196, -0.923], [0.975, 1.984, 0.521], [2.506, 0.013, 0.807], [-0.808, 1.941, -0.384], [2.514, -2.332, 1.035], [1.965, -4.223, -0.430], [-1.386, -2.105, -2.030], [-1.244, 1.205, -1.965], [-2.574, 1.566, -0.794], [-2.482, -1.250, 1.152], [-0.524, 2.586, 2.257], [0.195, -3.996, -2.143], [-0.914, 4.085, 1.396], [0.681, 3.873, 2.124], [0.737, 3.432, -0.258]],
  "mulliken_spin": [0.0414, -0.0009, 0.3835, 0.3875, 0.1168, -0.0013, 0.0940, -0.0821, 0.4338, 0.5024, 0.0635, 0.0074, -0.0032, -0.0133, 0.0015, 0.0004, 0.0265, 0.0209, -0.0007, 0.0023, 0.0029, 0.0018, 0.0149, -0.0001, 0.0000, 0.0001],
  "homo_ev": [-9.984, -12.242],
  "spin_multiplicity": 3,
  "charge": 1,
  "lumo_energy_ha": [-0.149, -0.239]
}


{
  "formula": "C3H7N3",
  "method": "the ωB97M-V functional and the def2-TZVPD basis",
  "species": ["N", "N", "N", "C", "C", "C", "H", "H", "H", "H", "H", "H", "H"],
  "coordinates": [[0.256, 0.936, 0.698], [0.109, -0.558, -1.049], [-0.312, -0.991, -2.217], [-0.304, 0.468, -0.478], [-0.481, 0.438, 1.882], [0.844, -0.148, 1.477], [-1.386, -0.200, 1.553], [-0.410, 1.092, 2.779], [-0.990, -0.286, -2.689], [1.686, 0.300, 1.900], [0.944, -1.109, 0.908], [-0.969, 1.255, -0.990], [0.396, -1.309, -2.774]],
  "mulliken_charge": [-0.3534, -0.0549, -0.5515, -0.0666, -0.3531, -0.3755, 0.2500, 0.2289, 0.2444, 0.2853, 0.2504, 0.2793, 0.2166],
  "homo_ev": -8.316,
  "lumo_energy_ha": 0.046
}


{
  "formula": "C24H29ClIrN7O2S",
  "method": "the ωB97M-V functional and the def2-TZVPD basis",
  "species": ["Ir", "Cl", "S", "O", "O", "N", "N", "N", "N", "N", "N", "N", "C", "C", "C", "C", "C", "C", "C", "C", "C", "C", "C", "C", "C", "C", "C", "C", "C", "C", "C", "C", "C", "C", "C", "C", "H", "H", "H", "H", "H", "H", "H", "H", "H", "H", "H", "H", "H", "H", "H", "H", "H", "H", "H", "H", "H", "H", "H", "H", "H", "H", "H", "H", "H"],
  "coordinates": [[0.204, -0.692, 0.066], [3.933, -2.520, -2.878], [-0.846, -1.626, -1.863], [1.689, -0.969, -1.612], [2.314, -1.371, 0.412], [-3.442, -1.673, -2.240], [-0.128, -2.885, 0.750], [-1.627, -2.483, 2.464], [-2.808, -0.485, -0.411], [-0.675, 2.181, -3.435], [0.168, -0.038, 2.026], [-1.733, -0.101, 0.348], [-0.674, -3.278, 1.904], [1.071, -4.963, 0.632], [-3.178, 1.545, 1.499], [1.574, 3.959, -0.230], [0.317, 1.599, 4.215], [2.589, -1.342, -0.827], [2.295, 3.000, 0.462], [0.743, 1.273, -0.285], [-0.803, 0.863, 2.249], [1.874, 1.681, 0.436], [0.484, 3.561, -0.977], [-2.466, -1.237, -1.429], [-0.754, 1.710, 3.334], [3.959, -1.733, -1.293], [-0.592, 3.530, -3.927], [-1.043, 1.953, -2.066], [-0.304, -4.483, 2.525], [-1.924, 0.767, 1.298], [0.074, 2.225, -1.066], [1.194, -0.158, 2.865], [0.694, -3.753, 0.119], [1.288, 0.637, 3.996], [0.578, -5.317, 1.891], [0.098, 1.168, -4.112], [0.439, 1.569, -5.066], [-1.406, 4.124, -3.504], [0.869, -6.249, 2.355], [-2.121, -2.798, 3.278], [-1.390, 0.936, -1.969], [-4.401, -1.491, -1.996], [0.992, 0.847, -3.552], [-3.243, -2.346, -2.959], [-2.004, -1.711, 1.943], [-0.742, -4.744, 3.479], [1.031, -3.442, -0.861], [-3.987, 1.126, 0.914], [-0.716, 3.531, -5.011], [0.386, 2.262, 5.067], [1.730, -5.609, 0.072], [-2.997, 2.571, 1.163], [0.350, 4.051, -3.704], [-0.500, 0.279, -4.320], [4.569, -0.831, -1.364], [-1.532, 2.444, 3.481], [4.403, -2.412, -0.571], [-0.071, 4.305, -1.533], [3.173, 3.274, 1.033], [-3.468, 1.580, 2.548], [1.868, 5.000, -0.202], [-1.885, 2.615, -1.834], [2.117, 0.507, 4.674], [2.453, 0.960, 0.996], [1.943, -0.895, 2.604]],
  "mulliken_spin": [0.5250, 0.0019, 0.2127, 0.1912, 0.0712, 0.0073, 0.0163, -0.0004, 0.0006, 0.0015, 0.0582, -0.0360, -0.0043, 0.0017, -0.0047, 0.0037, 0.0029, -0.0255, -0.0012, 0.0108, 0.0075, -0.0275, 0.0000, -0.0296, 0.0039, 0.0009, -0.0001, -0.0156, 0.0009, -0.0002, 0.0033, -0.0094, -0.0011, 0.0026, -0.0006, 0.0009, 0.0000, -0.0001, 0.0000, -0.0003, 0.0168, -0.0007, -0.0011, 0.0033, -0.0008, -0.0002, 0.0003, 0.0009, 0.0000, 0.0000, 0.0001, 0.0008, 0.0000, -0.0001, 0.0007, 0.0003, 0.0019, 0.0003, -0.0003, 0.0001, 0.0000, -0.0004, 0.0004, 0.0014, 0.0077],
  "homo_ev": [-9.757, -9.755],
  "spin_multiplicity": 2,
  "charge": 1,
  "lumo_energy_ha": [-0.143, -0.172]
}


{
  "formula": "C29H47CsN3O2PSSb",
  "method": "the ωB97M-V functional and the def2-TZVPD basis",
  "species": ["Cs", "Sb", "S", "P", "O", "O", "N", "N", "N", "C", "C", "C", "C", "C", "C", "C", "C", "C", "C", "C", "C", "C", "C", "C", "C", "C", "C", "C", "C", "C", "C", "C", "C", "C", "C", "C", "C", "C", "H", "H", "H", "H", "H", "H", "H", "H", "H", "H", "H", "H", "H", "H", "H", "H", "H", "H", "H", "H", "H", "H", "H", "H", "H", "H", "H", "H", "H", "H", "H", "H", "H", "H", "H", "H", "H", "H", "H", "H", "H", "H", "H", "H", "H", "H", "H"],
  "coordinates": [[0.081, 0.646, 0.207], [2.838, 3.159, 2.366], [-3.507, 0.833, -0.834], [0.436, -3.074, 0.075], [0.340, 1.148, -3.032], [-2.525, -0.111, -0.179], [3.137, 1.072, 0.049], [0.643, 1.038, 3.090], [0.650, 3.734, 0.173], [0.042, 0.192, -4.045], [-3.618, -1.110, -2.840], [2.000, -4.991, 1.565], [0.871, 6.495, 0.471], [1.025, 1.291, 5.829], [0.006, 5.953, -0.453], [3.112, -0.483, -1.815], [3.857, 0.279, -0.755], [0.096, 0.402, 5.328], [5.161, 1.717, 1.154], [-1.060, 3.960, -1.540], [-0.085, 4.567, -0.570], [1.767, 2.054, 4.939], [-5.135, 0.255, -0.327], [0.322, -3.634, -2.690], [3.781, 1.777, 0.991], [1.735, -3.510, 1.310], [5.240, 0.164, -0.644], [1.494, 4.264, 1.072], [-0.073, 0.304, 3.950], [-1.101, -0.630, 3.372], [0.977, -4.071, -1.383], [5.901, 0.892, 0.321], [-2.307, -3.723, -0.026], [-6.280, 1.058, -0.924], [1.551, 1.896, 3.575], [-3.547, 0.385, -2.584], [-1.005, -4.038, 0.708], [1.630, 5.635, 1.252], [2.061, -3.948, -1.462], [-0.603, 6.587, -1.083], [-7.220, 0.748, -0.472], [5.646, 2.308, 1.919], [-0.497, -0.213, 5.991], [2.506, 2.758, 5.298], [2.813, 0.188, -2.621], [0.883, 1.847, -3.412], [-0.713, 2.994, -1.901], [-0.763, -3.747, -2.661], [-5.191, -0.809, -0.555], [-2.854, -1.633, -2.265], [2.651, -3.010, 0.978], [-3.452, -1.303, -3.900], [0.946, -0.288, -4.426], [-0.506, 0.640, -4.877], [1.453, -3.009, 2.242], [6.977, 0.821, 0.425], [2.790, -5.122, 2.305], [1.172, 1.386, 6.897], [5.782, -0.491, -1.313], [3.733, -1.269, -2.244], [-4.368, 0.946, -3.033], [-1.220, 4.622, -2.391], [-1.400, -1.379, 4.103], [-0.724, -1.141, 2.485], [-1.112, -3.779, 1.766], [2.204, -0.934, -1.414], [0.794, -5.131, -1.191], [-6.376, 0.907, -1.999], [-5.108, 0.361, 0.759], [-2.029, 3.809, -1.055], [-3.150, -4.239, 0.436], [2.323, 6.024, 1.986], [-6.158, 2.126, -0.739], [1.112, -5.498, 1.944], [-0.782, -5.107, 0.667], [-2.267, -4.043, -1.069], [-1.997, -0.080, 3.075], [0.958, 7.569, 0.582], [0.689, -4.222, -3.532], [-2.617, 0.803, -2.978], [-0.586, -0.571, -3.586], [0.537, -2.584, -2.898], [-4.589, -1.532, -2.581], [-2.514, -2.651, -0.015], [2.316, -5.505, 0.656]],
  "mulliken_charge": [1.3467, 0.9631, 0.5226, 0.4895, -0.2217, -0.6905, 0.2685, 0.3972, 0.4274, -0.5730, -1.2262, -1.3327, -0.5628, -0.5748, -0.8265, -0.3634, 0.4246, -0.7161, -0.7610, -0.7078, 0.5305, -0.7626, -0.6006, -0.9143, -0.0380, -0.5900, -0.7274, -0.0898, 0.5328, -0.6624, -0.8984, -0.5823, -1.1194, -1.1914, -0.1688, -0.2125, -0.7576, -0.7515, 0.4761, 0.4318, 0.3925, 0.3921, 0.4103, 0.3838, 0.1525, 0.1978, -0.2070, 0.2323, 0.2690, 0.1150, 0.3134, 0.4587, 0.3517, 0.3453, 0.3498, 0.4102, 0.4169, 0.4119, 0.4223, 0.4069, 0.5515, 0.4972, 0.4591, -0.4041, 0.4479, -0.4822, 0.5550, 0.2974, 0.4417, 0.2117, 0.4353, 0.3845, 0.3014, 0.2870, 0.5290, 0.2591, 0.2796, 0.4143, 0.4141, 0.0722, -0.0319, -0.0333, 0.3508, 0.0703, 0.2795],
  "homo_ev": -10.582,
  "charge": 1,
  "lumo_energy_ha": -0.066
}


{
  "formula": "C4H18NO8",
  "method": "the ωB97M-V functional and the def2-TZVPD basis",
  "species": ["O", "O", "O", "O", "O", "O", "O", "O", "N", "C", "C", "C", "C", "H", "H", "H", "H", "H", "H", "H", "H", "H", "H", "H", "H", "H", "H", "H", "H", "H", "H"],
  "coordinates": [[-0.389, -2.912, -0.440], [0.710, -0.092, -2.761], [2.431, 1.383, -1.282], [0.675, 3.454, -0.955], [-0.128, 2.116, 1.328], [1.923, -2.286, 0.809], [1.062, 0.260, 0.851], [-1.241, 1.724, -1.960], [-1.156, 0.116, 1.372], [0.020, 0.886, 1.183], [-1.282, -1.850, -0.123], [-2.311, -1.863, 2.190], [-1.172, -1.328, 1.324], [1.563, -1.352, 0.904], [-2.286, -2.244, -0.304], [-2.302, -2.953, 2.201], [-0.028, 3.028, -1.487], [2.139, 1.000, -0.423], [-3.290, -1.522, 1.845], [-1.097, -1.023, -0.810], [-1.391, 1.423, -1.042], [-1.922, 0.579, 1.809], [0.492, -2.777, -0.041], [-0.265, -1.729, 1.774], [1.397, 0.426, -2.248], [-2.195, -1.527, 3.224], [0.611, -0.886, -2.222], [-0.606, 1.067, -2.356], [0.424, 3.182, -0.036], [1.980, 2.263, -1.313], [2.692, -2.229, 0.211]],
  "mulliken_charge": [-0.6244, -0.8152, -0.8539, -0.8205, -0.8826, -0.7389, -0.7863, -0.8007, -0.1218, 0.5010, -0.2163, -1.9870, 0.5739, 0.5302, 0.3145, 0.4243, 0.4345, 0.4293, 0.4341, -0.0417, 0.3120, 0.2173, 0.4542, 0.1853, 0.4998, 0.4560, 0.3047, 0.4834, 0.4102, 0.4437, 0.2806],
  "homo_ev": -6.063,
  "charge": -1,
  "lumo_energy_ha": 0.121
}


{
  "formula": "C9H26BN8O18P",
  "method": "the ωB97M-V functional and the def2-TZVPD basis",
  "species": ["P", "O", "O", "O", "O", "O", "O", "O", "O", "O", "O", "O", "O", "O", "O", "O", "O", "O", "O", "N", "N", "N", "N", "N", "N", "N", "N", "C", "C", "C", "C", "C", "C", "C", "C", "C", "B", "H", "H", "H", "H", "H", "H", "H", "H", "H", "H", "H", "H", "H", "H", "H", "H", "H", "H", "H", "H", "H", "H", "H", "H", "H", "H"],
  "coordinates": [[-1.273, -1.505, -0.495], [-0.471, -3.889, 3.686], [1.093, 3.301, -1.093], [-4.607, -4.769, -5.353], [-1.109, -2.954, -1.509], [-1.797, -1.902, 1.118], [-3.751, 4.038, -0.592], [-3.999, -5.845, -3.530], [2.846, -0.743, 0.602], [3.998, 2.367, 3.472], [1.701, 2.225, 0.730], [2.111, -0.311, -3.488], [2.829, 2.196, 5.332], [-2.453, -0.656, -1.193], [-2.862, 2.601, 2.808], [0.698, -3.717, 1.826], [-4.771, 5.350, 0.854], [2.635, 1.801, -3.833], [-1.832, 1.372, 1.298], [1.834, 3.111, -0.122], [3.399, 1.723, 4.342], [-3.866, -4.959, -4.382], [3.129, -3.222, -0.682], [-3.963, 5.132, -0.056], [-2.831, 1.920, 1.776], [0.099, -4.361, 2.696], [2.900, 0.641, -3.496], [4.295, 0.360, -3.061], [-2.710, -4.035, -4.229], [-4.117, 1.750, 1.047], [2.990, 4.035, 0.031], [0.350, -0.505, -0.599], [3.366, 0.244, 4.177], [0.066, -5.840, 2.532], [3.077, -2.106, 0.018], [-3.171, 6.289, -0.556], [1.346, -0.650, 0.701], [0.056, 0.618, -0.846], [1.099, -6.195, 2.530], [-2.116, 6.058, -0.397], [-1.040, -2.183, 1.712], [4.251, -0.006, -2.033], [-3.108, -3.023, -4.129], [0.957, -0.929, -1.532], [4.704, -0.396, -3.734], [2.592, 5.047, 0.131], [-0.429, -6.055, 1.583], [-2.147, -4.318, -3.337], [-3.942, 1.132, 0.163], [4.875, 1.283, -3.118], [4.399, -0.110, 4.176], [0.885, -0.642, 1.807], [-3.460, 7.182, 0.002], [3.553, 3.752, 0.923], [-0.328, -3.481, -1.163], [-0.490, -6.275, 3.364], [3.609, 3.938, -0.863], [-2.091, -4.132, -5.123], [2.871, 0.029, 3.228], [-3.397, 6.408, -1.618], [-4.818, 1.261, 1.726], [2.810, -0.191, 5.010], [-4.467, 2.743, 0.760]],
  "mulliken_charge": [1.0801, -0.4860, -0.4997, -0.5238, -0.4907, -0.5005, -0.5147, -0.5149, -0.3541, -0.5145, -0.4303, -0.5223, -0.5137, -0.7002, -0.5594, -0.4257, -0.4980, -0.4993, -0.5039, 0.8524, 0.8646, 0.8454, -0.5165, 0.8631, 0.9315, 0.7914, 0.8706, -0.6651, -0.5750, -0.5156, -0.7720, -0.1871, -0.4922, -0.7699, 0.4147, -0.7264, 0.6333, 0.2269, 0.2938, 0.2517, 0.2850, 0.1966, 0.2806, 0.0015, 0.2909, 0.3002, 0.2911, 0.1931, 0.1937, 0.3122, 0.2975, -0.1116, 0.3126, 0.2643, 0.2986, 0.3088, 0.2744, 0.2830, 0.0358, 0.2859, 0.3040, 0.3058, 0.1478],
  "homo_ev": -9.830,
  "lumo_energy_ha": -0.035
}


ΔE to the lowest compared entry with this formula, charge and spin for the records above, in order: 122.0 72.9 24.6 8.9 0.0 106.7 kcal/mol